Record 1
{
  "formula": "C28H51F6IrN5PSi4Te",
  "method": "the ωB97M-V functional and the def2-TZVPD basis",
  "e_homo_ev": [-15.49, -15.51],
  "total_charge": 3,
  "spin_multiplicity": 2,
  "max_force_ev_per_a": 0.5,
  "lumo_ev": [-9.86, -9.92],
  "symbols": ["Ir", "C", "C", "C", "C", "C", "C", "N", "C", "C", "C", "C", "C", "N", "C", "C", "C", "C", "C", "C", "N", "H", "H", "H", "H", "H", "H", "H", "H", "H", "H", "H", "H", "H", "H", "H", "F", "P", "F", "F", "F", "F", "F", "N", "C", "C", "N", "H", "H", "H", "H", "H", "H", "H", "H", "H", "C", "Si", "C", "C", "Si", "Te", "Si", "C", "C", "C", "Si", "C", "C", "C", "H", "H", "H", "H", "H", "H", "H", "H", "H", "H", "H", "H", "H", "H", "H", "H", "H", "H", "H", "H", "H", "H", "H", "H", "H", "H", "H"],
  "coordinates": [[-0.139435, -0.298996, 0.316465], [-3.450878, -0.615445, -0.565390], [-2.652999, 0.276678, -1.452486], [-3.278948, 1.033545, -2.438080], [-2.531819, 1.803238, -3.301291], [-1.145224, 1.749934, -3.223801], [-0.571177, 0.980750, -2.242601], [-1.318419, 0.303676, -1.317440], [0.882358, 0.757662, -2.141099], [1.855904, 1.156513, -3.042019], [3.168086, 0.768598, -2.810753], [3.493640, -0.013469, -1.709313], [2.481627, -0.379603, -0.838241], [1.228997, 0.022640, -1.078804], [2.590857, -1.268355, 0.336139], [3.781502, -1.843154, 0.716037], [3.779086, -2.786082, 1.735154], [2.575739, -3.152593, 2.293348], [1.391139, -2.542903, 1.883186], [0.094350, -3.016764, 2.451671], [1.407450, -1.565319, 0.958973], [-4.344501, -0.932150, -1.098749], [-3.755112, -0.090669, 0.342479], [-2.872112, -1.493993, -0.285165], [-4.356800, 1.002579, -2.515868], [-3.013233, 2.413264, -4.053514], [-0.532126, 2.297317, -3.924351], [1.603920, 1.741691, -3.914036], [3.942991, 1.061273, -3.506328], [4.512349, -0.337503, -1.555968], [4.699498, -1.586421, 0.208188], [4.700821, -3.255063, 2.051906], [2.526166, -3.930726, 3.042144], [0.168043, -4.073454, 2.705706], [-0.713542, -2.888315, 1.735718], [-0.142904, -2.484565, 3.378461], [-1.277491, 2.622708, 2.171971], [-1.451015, 3.647989, 0.820521], [-2.409500, 4.561576, 1.692719], [-0.455015, 2.616085, 0.024930], [-2.693228, 2.709979, 0.369313], [-0.145402, 4.431328, 1.361595], [-1.571404, 4.559320, -0.457109], [3.386000, 4.321384, 4.006469], [2.426199, 3.786491, 2.963204], [2.464439, 2.257791, 2.876102], [1.492216, 1.768803, 1.901543], [3.334809, 5.342007, 4.060880], [4.355136, 4.075376, 3.792592], [3.172141, 3.955061, 4.936734], [2.704999, 4.250470, 2.018408], [1.434148, 4.144602, 3.231539], [2.231930, 1.824941, 3.853005], [3.465131, 1.916954, 2.598533], [1.689667, 2.184847, 0.995130], [0.575284, 2.136749, 2.142893], [-4.685309, 2.890386, 3.597945], [-5.497260, 1.462789, 2.759847], [-6.965531, 0.800773, 3.669293], [-5.739872, 1.617955, 0.938390], [-3.749415, -0.414990, 3.393308], [-1.544666, -0.069201, 2.556929], [-3.304403, -0.243218, 5.754461], [-4.899578, 0.025033, 6.680768], [-2.137600, 1.187231, 6.044529], [-2.493134, -1.863869, 6.216132], [-5.000339, -2.355301, 2.555242], [-3.694649, -3.597409, 2.071976], [-5.827350, -2.787581, 4.169387], [-6.246759, -2.107550, 1.201329], [-5.410820, 3.713085, 3.579430], [-3.784387, 3.221727, 3.083220], [-4.458337, 2.678288, 4.642239], [-7.695062, 1.620512, 3.668113], [-6.749683, 0.564440, 4.710079], [-7.440105, -0.054889, 3.192166], [-6.567145, 2.330510, 0.828489], [-6.049352, 0.688632, 0.461097], [-4.866422, 2.038741, 0.441641], [-5.334502, 1.002765, 6.465017], [-4.687830, -0.000636, 7.753060], [-5.646668, -0.744640, 6.481305], [-2.598415, 2.146724, 5.807361], [-1.210729, 1.101116, 5.476053], [-1.879656, 1.196599, 7.106951], [-3.189734, -2.703127, 6.197981], [-2.105189, -1.787553, 7.235325], [-1.653242, -2.103020, 5.560749], [-3.031397, -3.808452, 2.913561], [-3.098507, -3.237118, 1.231472], [-4.168191, -4.534778, 1.769740], [-5.115351, -3.002328, 4.966929], [-6.412174, -3.697791, 3.998998], [-6.519748, -2.019061, 4.512535], [-5.803943, -1.848729, 0.243305], [-7.012449, -1.371589, 1.446010], [-6.756362, -3.067496, 1.071517]],
  "atomic_forces_ev_per_a": [[-0.3, -0.4, -0.1], [0.0, 0.0, 0.0], [0.1, 0.0, 0.0], [0.0, 0.0, 0.0], [0.0, 0.0, 0.0], [0.1, 0.0, 0.0], [0.0, 0.0, 0.0], [0.0, 0.2, 0.0], [0.0, 0.0, 0.0], [0.0, 0.0, 0.0], [0.0, 0.0, 0.0], [0.0, 0.0, 0.0], [0.1, 0.0, 0.0], [0.0, 0.0, 0.1], [0.0, 0.0, 0.0], [0.0, 0.0, 0.0], [0.0, 0.0, 0.0], [0.0, 0.0, 0.0], [0.1, 0.0, 0.0], [0.0, 0.0, 0.0], [0.1, 0.1, 0.0], [0.0, 0.0, 0.0], [0.0, 0.0, 0.0], [0.0, 0.0, 0.0], [0.0, 0.0, 0.0], [0.0, 0.0, 0.0], [0.0, 0.0, 0.0], [0.0, 0.0, 0.0], [0.0, 0.0, 0.0], [0.0, 0.0, 0.0], [0.0, 0.0, 0.0], [0.0, 0.0, 0.0], [0.0, 0.0, 0.0], [0.0, 0.0, 0.0], [0.0, 0.0, 0.0], [0.0, 0.0, 0.0], [-0.1, 0.1, -0.1], [0.1, -0.1, 0.3], [0.0, 0.0, 0.0], [0.1, 0.1, 0.0], [-0.1, 0.0, 0.0], [0.0, 0.0, -0.1], [0.0, 0.0, 0.0], [0.0, 0.0, 0.0], [0.0, 0.0, 0.0], [-0.1, 0.0, 0.0], [0.3, 0.1, 0.0], [0.0, 0.0, 0.0], [0.0, 0.0, 0.0], [0.0, 0.0, 0.0], [0.0, 0.0, 0.0], [0.0, 0.0, 0.0], [0.0, 0.0, 0.0], [0.0, 0.0, 0.0], [0.0, 0.0, 0.0], [0.0, -0.1, 0.0], [0.0, 0.0, 0.0], [0.0, 0.1, 0.0], [0.0, 0.0, 0.0], [0.1, 0.0, 0.0], [-0.1, -0.1, 0.0], [0.2, 0.1, -0.1], [0.0, 0.0, 0.0], [0.0, 0.0, 0.0], [0.0, 0.0, 0.0], [0.0, 0.0, 0.0], [0.0, -0.1, 0.0], [0.0, 0.1, 0.0], [0.0, 0.0, 0.0], [0.0, 0.1, 0.0], [0.0, 0.0, 0.0], [0.0, 0.0, 0.0], [0.0, 0.0, 0.0], [0.0, 0.0, 0.0], [0.0, 0.0, 0.0], [0.0, 0.0, 0.0], [0.0, 0.0, 0.0], [0.0, 0.0, 0.0], [0.0, 0.0, 0.0], [0.0, 0.0, 0.0], [0.0, 0.0, 0.0], [0.0, 0.0, 0.0], [0.0, 0.0, 0.0], [0.0, 0.0, 0.0], [0.0, 0.0, 0.0], [0.0, 0.0, 0.0], [0.0, 0.0, 0.0], [0.0, 0.0, 0.0], [0.0, 0.0, 0.0], [0.0, 0.0, 0.0], [0.0, 0.0, 0.0], [0.0, 0.0, 0.0], [0.0, 0.0, 0.0], [0.0, 0.0, 0.0], [0.0, 0.0, 0.0], [0.0, 0.0, 0.0], [0.0, 0.0, 0.0]]
}

---

Record 2
{
  "formula": "C28H51IO12",
  "method": "the ωB97M-V functional and the def2-TZVPD basis",
  "e_homo_ev": -9.58,
  "max_force_ev_per_a": 5.1,
  "lumo_ev": 0.17,
  "symbols": ["C", "C", "O", "C", "C", "C", "C", "C", "C", "C", "C", "C", "C", "C", "C", "C", "O", "C", "O", "C", "O", "C", "C", "C", "C", "O", "O", "C", "I", "H", "H", "H", "H", "H", "H", "H", "H", "H", "H", "H", "H", "H", "H", "H", "H", "H", "H", "H", "H", "H", "H", "H", "H", "H", "H", "H", "H", "H", "H", "H", "H", "H", "H", "H", "H", "H", "H", "H", "C", "O", "C", "O", "O", "C", "H", "H", "H", "H", "H", "H", "C", "O", "C", "O", "O", "C", "H", "H", "H", "H", "H", "H"],
  "coordinates": [[-2.805923, -5.478296, -3.449353], [-1.837133, -5.655222, -2.159921], [-1.313424, -4.404161, -1.669557], [0.107599, -4.265423, -1.892240], [0.897077, -4.080620, -0.493962], [1.586524, -2.616165, -0.348972], [0.624337, -1.615258, 0.501476], [1.453070, -0.519827, 1.315475], [0.609439, 0.785567, 1.738373], [0.039644, 1.443144, 0.396969], [-0.040697, 3.038360, 0.402876], [-0.264948, 3.542241, -1.129998], [-1.599187, 2.964258, -1.802836], [-2.866331, 3.047720, -0.813761], [-4.114918, 3.605578, -1.680515], [-5.530622, 3.420051, -0.925359], [-5.582810, 2.147788, -0.221181], [-6.756480, 1.456534, -0.754860], [1.695920, 1.660690, 2.231687], [1.401234, 2.352750, 3.461936], [1.682447, 3.527211, 3.738457], [0.609571, 1.223420, 4.277577], [-0.375873, 1.640471, 5.466588], [0.215649, 2.751010, 6.459001], [1.661774, 2.393376, 7.033115], [2.694796, 2.253452, 6.354778], [1.807444, 2.245562, 8.467344], [-0.325508, 0.729357, 3.039551], [-1.368700, -1.104727, 3.563679], [-3.081326, -6.495347, -3.916524], [-3.773572, -4.989690, -3.096054], [-2.351259, -4.769562, -4.226760], [-1.059859, -6.462400, -2.358391], [-2.515388, -6.071180, -1.322123], [0.580831, -5.090923, -2.516569], [0.282953, -3.286129, -2.482118], [1.677824, -4.923385, -0.389879], [0.116249, -4.266457, 0.334193], [1.861387, -2.175844, -1.367849], [2.581465, -2.809977, 0.191242], [0.037166, -2.310658, 1.204438], [-0.120912, -1.199360, -0.251446], [2.329998, -0.123269, 0.679906], [1.949163, -0.998142, 2.238370], [0.679084, 1.097913, -0.489187], [-1.009398, 0.999928, 0.201865], [0.905127, 3.565410, 0.755682], [-0.889496, 3.420929, 1.076644], [-0.359498, 4.685150, -1.057502], [0.685769, 3.310548, -1.713458], [-1.852411, 3.605224, -2.714468], [-1.396594, 1.889638, -2.170525], [-3.036266, 2.001117, -0.401844], [-2.731236, 3.774394, 0.051316], [-3.890100, 4.721317, -1.861851], [-4.180243, 3.019840, -2.673009], [-5.643650, 4.289412, -0.192891], [-6.359273, 3.482244, -1.721866], [-7.706430, 2.088633, -0.591694], [-6.597688, 1.239067, -1.877807], [-6.826888, 0.466352, -0.197985], [1.302549, 0.348729, 4.509899], [-1.343602, 2.023118, 5.001515], [-0.615427, 0.680883, 6.055819], [-0.501305, 2.789404, 7.362516], [0.163538, 3.798548, 5.983300], [1.792663, 3.185732, 8.782223], [-1.151080, 1.483955, 2.823616], [-1.543442, -2.166651, -5.931720], [-0.646537, -3.014040, -6.647554], [-0.638413, -2.810620, -7.974867], [-1.304047, -2.001484, -8.571563], [0.240743, -3.665897, -8.521148], [0.354314, -3.561004, -9.939148], [-1.467726, -2.417484, -4.872969], [-1.267074, -1.117730, -6.058396], [-2.573251, -2.336379, -6.253384], [0.706262, -2.567636, -10.225281], [-0.600053, -3.785876, -10.419972], [1.088887, -4.295969, -10.269386], [4.779382, 2.373471, 4.663622], [5.830890, 1.457531, 4.978494], [6.449206, 0.938190, 3.907946], [6.192478, 1.178092, 2.753724], [7.407046, 0.101723, 4.345252], [8.151765, -0.527674, 3.305443], [4.352820, 2.728526, 5.600761], [5.169566, 3.233419, 4.113766], [3.992808, 1.875564, 4.093871], [8.675669, 0.216405, 2.701608], [7.499058, -1.141541, 2.680932], [8.892818, -1.176940, 3.772859]],
  "atomic_forces_ev_per_a": [[0.1, 0.3, 0.5], [-1.9, -0.9, 0.0], [1.1, -1.5, -1.1], [1.1, 1.5, 0.2], [-0.2, -0.2, -0.4], [0.0, -0.8, 0.8], [0.6, -1.2, -0.4], [-0.2, -0.1, 0.0], [1.7, -0.8, -0.1], [-0.6, 0.1, 0.4], [-0.2, 0.2, -1.0], [-0.4, 0.4, 1.1], [0.5, 0.5, 0.3], [-0.3, -0.1, -1.1], [0.0, -0.9, 0.6], [1.2, 1.0, -0.6], [-1.7, 0.7, -1.7], [0.2, -0.6, 0.2], [-0.4, 2.2, 1.3], [-0.2, 0.3, 0.1], [-0.8, -4.3, -1.3], [-1.5, 0.2, -1.3], [1.0, -0.2, 0.0], [-0.8, -0.1, 1.0], [2.6, 0.0, -1.1], [-4.6, 0.0, 2.3], [-0.7, 1.6, -1.9], [0.4, 1.1, -0.5], [0.4, 0.6, -0.3], [0.6, 1.6, 0.7], [1.2, -0.6, -0.5], [-0.5, -1.2, 1.0], [-0.6, 1.3, 0.2], [1.1, 0.6, -1.2], [-0.9, 0.8, 0.8], [-0.4, -1.5, 0.7], [-1.1, 1.4, -0.2], [1.3, 0.4, -1.2], [-0.5, -0.6, 1.3], [-1.4, 0.6, -0.6], [0.9, 1.3, -0.9], [0.9, -0.2, 1.1], [-1.4, -0.5, 0.9], [-0.9, 0.7, -1.3], [-0.7, 0.5, 1.4], [1.5, 0.7, 0.3], [-1.1, -1.1, -0.3], [1.2, -0.7, -1.0], [0.2, -1.6, -0.3], [-1.3, 0.2, 0.6], [0.5, -0.9, 1.1], [-0.6, 1.6, 0.6], [-0.2, 1.5, -0.4], [0.1, -1.0, -1.1], [-0.6, -1.7, 0.0], [0.3, 1.0, 1.4], [-0.1, -1.2, -0.8], [1.2, 0.0, 1.3], [1.4, -1.1, -0.3], [-0.4, 0.4, 1.7], [0.0, 1.3, -0.7], [-0.7, 1.4, -0.1], [1.3, -0.4, 0.8], [0.3, 1.5, -0.9], [1.2, -0.1, -1.3], [0.6, -1.7, 0.6], [-0.1, -1.1, 0.0], [0.9, -0.9, 0.6], [-0.3, 0.2, 0.3], [0.1, 0.0, -0.4], [0.1, -0.1, 0.1], [0.2, -0.3, 0.2], [-0.2, 0.2, 0.3], [0.1, 0.0, -0.4], [0.2, -0.2, -0.2], [-0.1, -0.1, -0.1], [0.1, 0.1, -0.1], [-0.2, -0.1, 0.0], [0.1, 0.2, 0.1], [-0.1, 0.0, 0.3], [-0.1, 0.7, 0.0], [0.4, -0.3, -0.4], [-0.2, 0.2, 0.3], [0.2, -0.2, 0.3], [-0.2, 0.2, 0.0], [0.2, -0.2, -0.2], [0.6, -0.3, -0.4], [0.0, -0.2, -0.2], [0.2, 0.1, 0.0], [-0.2, -0.1, 0.0], [0.0, 0.2, 0.0], [-0.2, 0.2, 0.2]]
}